# 1
Entry from OMol25: a gas-phase ion, C8H11N5 (charge +2) at a distorted geometry (ωB97M-V/def2-TZVPD).

Structure (XYZ):
```
24
Properties=species:S:1:pos:R:3
C 2.59286 0.45795 -0.19709
C 1.62162 1.22958 -0.72951
C 2.34854 -0.69804 0.72719
C -0.60460 2.09650 -0.53661
C -1.72875 -0.31311 0.30968
C -2.40813 1.01772 0.67780
C -1.15254 -2.43366 -0.17179
C -0.33734 -0.29707 -0.22586
N 3.00399 -1.69962 0.82926
N -2.15146 -1.51543 0.30822
N 0.20724 0.95493 -0.50280
N -1.70671 2.17984 0.12540
N -0.07687 -1.54742 -0.50889
H 3.61523 0.77593 -0.38384
H 1.87764 2.13476 -1.40039
H 1.47605 -0.61309 1.40320
H -0.17412 3.08376 -1.00800
H -3.52159 1.15277 0.37080
H -2.50928 1.07938 1.77835
H -0.84933 -3.25172 0.56656
H -1.75349 -3.03466 -0.92117
H -2.36411 2.97937 -0.05284
H 3.81396 -1.89192 0.26814
H 0.78118 -1.84679 -0.72580
```

Values from the calculation:
2S+1: 1
Energy relative to the best compared isomer or geometry (same formula, charge and spin), kJ/mol: 296.9
SMILES string: [H]/N=C\C=C/N1C=[NH+]CC2=NC[NH+]=C21
E_LUMO, eV: -9.5
Total charge: +2
F_max, hartree/bohr: 0.0916

Here are the Mulliken charges for atoms 1 to 2, given in e: atom 1 (C): -0.290, atom 2 (C): -0.175

***

# 2
Entry from OMol25: a molecular structure, C25H50NO3PSSiZr at a distorted geometry (ωB97M-V/def2-TZVPD).

Structure (XYZ):
```
83
Properties=species:S:1:pos:R:3
C -2.63371 0.53753 -5.64357
C -2.41363 -0.69811 -5.04448
C -1.64834 -0.80882 -3.87776
C -1.13496 0.36593 -3.28769
C -1.31300 1.60434 -3.92956
C -2.09125 1.69185 -5.08404
C -1.49826 -2.17675 -3.24713
C -0.09011 -2.74554 -2.97517
N 0.98022 -1.71712 -2.73530
Zr 0.03002 0.08727 -1.48479
C -0.64676 2.85519 -3.39385
P 0.95726 2.48605 -2.59083
H -2.84148 -1.60445 -5.47623
H -2.24230 2.67384 -5.53740
H -3.22953 0.60704 -6.55462
H -1.26341 3.38520 -2.64829
H -0.40396 3.56502 -4.20379
H -2.07428 -2.22925 -2.30324
H -1.96384 -2.90329 -3.92947
H -0.12519 -3.39029 -2.08620
C 1.56263 3.96489 -1.76496
C 2.04630 2.30314 -4.02425
H 0.25382 -3.36602 -3.82106
C 1.56645 -1.30411 -4.02771
C 2.04829 -2.29390 -1.89101
H 0.34793 1.84907 -0.97277
H 1.98322 -2.18847 -4.53649
H 0.79755 -0.85472 -4.66569
H 2.36078 -0.57157 -3.85068
H 2.48972 -3.16963 -2.39666
H 2.83041 -1.53937 -1.72308
H 1.62272 -2.60133 -0.92588
H 2.17848 3.30176 -4.46988
H 3.01998 1.90736 -3.70441
H 1.61481 1.62950 -4.77949
H 1.63675 4.77401 -2.50275
H 0.87812 4.23621 -0.95322
H 2.55160 3.73813 -1.34354
H 1.55420 1.13254 -1.58070
C -1.71046 -3.17333 3.49441
C -2.35696 -1.79528 3.52460
C -3.52560 -1.71816 2.55356
C -2.83799 -1.44742 4.92715
O -1.35868 -0.78127 3.17855
Si -0.22408 -0.68370 1.98717
S -1.03529 -1.47788 0.22963
O 0.22997 0.90477 1.86674
C -0.48945 2.05659 2.43301
C -1.88362 2.11771 1.82100
C -0.57819 1.93230 3.95145
C 0.34430 3.27806 2.06800
O 1.09684 -1.57229 2.41152
C 2.45493 -1.15143 2.79358
C 3.05461 -0.24074 1.73060
C 2.41891 -0.44067 4.13977
C 3.27091 -2.43598 2.90573
H -2.45920 -3.92332 3.78609
H -0.88193 -3.21837 4.21284
H -1.34137 -3.42641 2.49268
H -4.30738 -2.41648 2.88253
H -3.95349 -0.70734 2.54165
H -3.22064 -1.99682 1.53782
H -2.01326 -1.49197 5.64825
H -3.28623 -0.44574 4.95264
H -3.60617 -2.16911 5.24001
H -2.47937 1.24032 2.10441
H -2.39880 3.01409 2.19728
H -1.82741 2.18421 0.72642
H 0.41470 1.81370 4.40197
H -1.02257 2.85117 4.36295
H -1.21854 1.09398 4.24733
H 1.34597 3.21636 2.51613
H 0.43772 3.38603 0.97892
H -0.13842 4.18319 2.46354
H 2.48368 0.68963 1.63603
H 4.08617 0.02037 2.01314
H 3.08655 -0.74698 0.75706
H 1.91223 -1.05734 4.89367
H 3.44841 -0.25737 4.48141
H 1.91677 0.53136 4.06339
H 2.84954 -3.10037 3.66996
H 3.30158 -2.96974 1.94759
H 4.30406 -2.20146 3.19544
```

Values from the calculation:
2S+1: 1
E_LUMO, eV: -9.2
Total charge: +2
F_max, hartree/bohr: 0.0820

Here are the Mulliken charges for atoms 1 to 2, given in e: atom 1 (C): -0.916, atom 2 (C): -0.969

***

Calculated E in order - -584.48149, -2338.68305 Ha
Calculated Kohn-Sham gap in order - 7.33, 5.20 eV